Entry from the Open Molecules 2025 dataset: 2 unconnected molecules or ions with the total composition C9H9N3O (ωB97M-V with the def2-TZVPD basis set).

Kohn-Sham gap ... 9.0 eV
SMILES ... OC1=NCc2ccccc2N1.C#N
Total charge ... 0
Energy relative to the best compared isomer or geometry (same formula, charge and spin) ... 0.0 kcal per mole
E_tot ... -587.86235 Eh
Largest force on an atom ... 0.01557 Eh/bohr

```
22
Properties=species:S:1:pos:R:3:forces:R:3
C 2.539662 -0.119324 -0.000735 0.2 0.1 -0.1
C 2.183022 -1.033405 0.974770 0.0 -0.1 0.0
C 1.579503 0.717905 -0.545801 0.0 -0.1 0.1
C 0.871742 -1.112340 1.406971 -0.1 0.0 0.0
C 0.265943 0.665459 -0.112933 -0.2 -0.1 0.0
C -0.087162 -0.260105 0.873057 0.3 0.2 -0.2
C -0.788439 1.592362 -0.666325 0.0 0.2 0.0
C -1.430136 -1.762755 -1.661430 0.3 0.1 -0.4
C -2.355893 0.403590 0.605778 0.0 0.5 -0.2
N -2.146368 1.263183 -0.297128 -0.3 -0.1 0.0
N -2.154882 -2.104959 -0.853118 -0.5 -0.4 0.5
N -1.405209 -0.293011 1.309556 -0.4 -0.1 0.4
O -3.608189 0.116048 0.992371 -0.1 -0.3 0.3
H 3.564236 -0.054289 -0.335830 0.1 0.0 0.0
H 2.926021 -1.690338 1.400711 0.1 -0.1 0.0
H 1.852098 1.431244 -1.310880 0.0 0.1 -0.1
H 0.580595 -1.824456 2.165925 0.0 -0.1 0.1
H -0.591034 2.619657 -0.325042 0.1 -0.1 -0.1
H -0.764927 -1.448216 -2.421942 0.2 0.1 -0.2
H -0.743925 1.613942 -1.762786 0.2 0.1 0.1
H -1.715798 -1.065773 1.880880 0.0 0.1 -0.2
H -4.215904 0.664404 0.474279 0.3 0.0 0.0
```
Positions in Å, forces in eV/Å.

Atom charges from the Mulliken analysis, given in e for atoms 1 to 4: number 1, C, carries -0.6205; number 2, C, carries -0.5385; number 3, C, carries -0.6607; number 4, C, carries -0.6598



Entry from the Open Molecules 2025 dataset: a gas-phase ion, H4NO2P2 (charge -1) at a distorted geometry (ωB97M-V with the def2-TZVPD basis set).

Kohn-Sham gap ... 8.5 eV
SMILES ... N[P@](=O)([O-])P
Total charge ... -1
Energy relative to the best compared isomer or geometry (same formula, charge and spin) ... 44.6 kcal per mole
E_tot ... -890.40897 Eh
Largest force on an atom ... 0.13121 Eh/bohr

```
9
Properties=species:S:1:pos:R:3:forces:R:3
N -0.657921 -1.151187 -0.930324 1.4 0.2 2.6
O -0.699090 -0.462571 1.627637 -0.3 0.1 0.6
O -1.434616 1.372299 -0.458493 4.0 -4.1 3.1
P 1.730349 0.544343 0.140164 -0.3 -1.3 -2.0
P -0.437381 0.108841 0.290492 -3.7 3.9 -4.0
H -0.377747 -0.647337 -1.744674 -0.8 0.2 -1.0
H -1.646293 -1.185688 -0.720668 -0.6 -0.3 -1.3
H 1.872893 -0.396787 1.170616 0.4 0.6 0.7
H 1.649805 1.818091 0.625246 0.0 0.7 1.3
```
Positions in Å, forces in eV/Å.

Atom charges from the Mulliken analysis, given in e for atoms 1 to 4: number 1, N, carries -0.7383; number 2, O, carries -0.6713; number 3, O, carries -0.8134; number 4, P, carries -0.1715



Entry from the Open Molecules 2025 dataset: a single C5H9N3O molecule at a distorted geometry (ωB97M-V with the def2-TZVPD basis set).

Kohn-Sham gap ... 9.5 eV
SMILES ... C=NN(/C=N\O)C(=C)C
Total charge ... 0
Energy relative to the best compared isomer or geometry (same formula, charge and spin) ... 114.2 kcal per mole
E_tot ... -435.27573 Eh
Largest force on an atom ... 0.05055 Eh/bohr

```
18
Properties=species:S:1:pos:R:3:forces:R:3
C -2.232368 0.467450 0.337762 -0.3 0.9 0.8
C -1.105300 -0.484543 0.109885 1.9 -0.3 -0.2
C -1.165558 -1.811683 -0.070561 -0.4 0.4 0.0
C 1.149414 -0.723005 -0.730091 -0.1 2.2 1.4
C 1.374126 2.061423 -0.227856 0.7 -0.7 -0.2
H -3.120542 -0.045733 0.763237 0.6 0.1 -0.5
H -2.520212 0.910722 -0.657218 0.3 0.1 1.2
H -1.921970 1.254550 1.133775 -0.6 -1.1 -1.8
H -2.158134 -2.243525 -0.146513 0.3 -0.3 0.2
H -0.261043 -2.430763 -0.191887 -0.8 0.3 0.0
H 0.891470 -0.892455 -1.737516 -0.3 -0.6 -1.0
H 1.885346 -0.493493 1.429628 0.6 0.1 -0.1
H 1.305648 3.155437 -0.250188 0.3 -0.5 0.0
H 2.381624 1.513941 -0.420084 -1.8 1.0 0.3
N 0.243084 0.103417 0.034259 -1.7 -1.4 0.4
N 2.282919 -1.073871 -0.330966 1.5 -0.5 -0.1
N 0.262918 1.471454 0.015393 1.4 0.3 -0.4
O 2.708583 -0.739317 0.938937 -1.4 0.0 -0.1
```
Positions in Å, forces in eV/Å.

Atom charges from the Mulliken analysis, given in e for atoms 1 to 4: number 1, C, carries -0.9948; number 2, C, carries 0.5558; number 3, C, carries -1.0856; number 4, C, carries -0.2732